(1)
The following is a quantum chemistry calculation of a molecular structure, C46H38BiGeN2O8S5, from OMol25.

The geometry in XYZ format:
```
101
Properties=species:S:1:pos:R:3:lowdin_charge:R:1
Bi -0.79797 0.47908 -1.15909 1.7618
C -3.78715 -2.76740 -1.82706 -0.0765
O -4.38129 -2.85140 -0.52357 -0.0985
C -4.03036 -2.01609 0.48510 -0.2244
C -4.45559 -2.43933 1.73366 -0.0252
C -4.26389 -1.68660 2.88971 -0.1430
C -3.63935 -0.46660 2.78243 -0.0885
C -3.17065 -0.02079 1.53979 -0.1641
C -2.70619 1.35468 1.46675 -0.1021
N -1.99092 1.81126 0.51642 -0.1291
N -1.76655 3.18051 0.51983 0.0726
C -1.34410 3.55322 -0.66109 -0.5448
O -1.15699 2.79662 -1.67512 -0.2610
C -1.02636 5.00842 -0.81486 -0.1445
C -0.96834 5.85428 0.28995 -0.0363
C -0.64647 7.19254 0.12717 -0.1003
C -0.38043 7.69801 -1.14044 -0.1161
C -0.43103 6.85520 -2.24171 -0.0937
C -0.74738 5.51342 -2.07878 -0.0223
C -3.31218 -0.78676 0.35013 -0.2883
O -2.87967 -0.35279 -0.81468 -0.2851
H -4.13180 -3.66107 -2.34429 0.0891
H -2.70420 -2.77053 -1.77555 0.0221
H -4.12768 -1.87507 -2.35120 0.0899
H -4.94976 -3.40264 1.77504 0.1167
H -4.60969 -2.05837 3.84642 0.0916
H -3.50128 0.17188 3.64853 0.1009
H -3.02472 2.05521 2.24026 0.1318
H -1.17486 5.43940 1.26798 0.0986
H -0.59538 7.84345 0.99224 0.0905
H -0.12236 8.74311 -1.26641 0.0878
H -0.21182 7.24043 -3.23030 0.0938
H -0.76393 4.83222 -2.91906 0.1133
O 4.83793 3.26173 -4.43326 -0.1180
C 4.16839 2.69279 -3.59435 -1.0543
S 3.43013 3.50801 -2.21995 0.9320
C 2.62650 2.09793 -1.53803 -1.0696
C 2.76189 0.92761 -2.18506 -1.1513
S 2.00592 -0.58502 -1.81600 0.4521
S 3.79953 0.97688 -3.60909 0.9535
S 1.74416 2.47360 -0.05451 0.5862
C -0.44086 -5.99720 0.29665 -0.4054
S -1.21235 -4.38799 0.04013 0.8860
C 0.10085 -3.30657 0.63862 -0.4370
H 0.47586 -6.08145 -0.28971 0.0336
H -1.14907 -6.74408 -0.06286 0.0224
H -0.22856 -6.19106 1.34649 0.0157
H 0.78481 -2.18554 2.28056 0.1053
H -0.05600 -2.33516 0.16527 0.0249
H 1.05541 -3.67288 0.24968 0.0834
O -1.08749 -3.45615 -3.67271 -0.0007
C -0.74703 -2.28542 -3.48847 -0.6262
O -0.92802 -1.62611 -2.40868 -0.2913
C -0.01325 -1.58867 -4.63253 -0.1329
C 0.51626 -2.37554 -5.64753 -0.0282
C 1.28192 -1.83732 -6.68634 0.0006
C 1.48204 -0.48006 -6.66770 -0.2285
O 2.20183 0.29367 -7.54938 0.0111
C 2.19599 1.61184 -6.98909 -0.1482
O 1.27426 1.63061 -5.90589 0.0108
C 0.93471 0.31479 -5.68304 -0.2241
C 0.18905 -0.20367 -4.65762 0.0243
H 0.33312 -3.43971 -5.58780 0.1070
H 1.71349 -2.45956 -7.45940 0.1063
H 1.86099 2.31637 -7.75267 0.1293
H 3.19630 1.85929 -6.62451 0.1201
H -0.21585 0.45582 -3.90465 0.0770
C 5.28691 -0.78308 2.90016 -0.1163
C 4.70480 0.43068 3.23817 -0.1025
C 3.46560 0.77966 2.71730 -0.1152
C 2.78889 -0.06629 1.84126 -0.3382
C 3.38812 -1.27874 1.50929 -0.1362
C 4.62238 -1.63996 2.03401 -0.0995
Ge 1.05277 0.53810 1.08155 0.6294
C 0.17640 -3.10021 2.17343 -0.3539
C -1.17511 -2.83066 2.75014 -0.0663
C -1.68466 -3.54004 3.78661 -0.0943
C -0.94621 -4.58107 4.39641 -0.0889
C 0.35338 -4.88113 3.92319 -0.1293
C 0.89906 -4.19704 2.88679 -0.0618
C 0.33490 1.56590 2.64713 -0.3772
C -0.33725 0.80572 3.60663 -0.1353
C -0.88278 1.38139 4.74694 -0.1098
C -0.77125 2.75022 4.94951 -0.1155
C -0.11308 3.52566 4.00449 -0.1024
C 0.43010 2.93990 2.86765 -0.1518
H 6.25662 -1.05474 3.30127 0.0882
H 5.21611 1.11165 3.90924 0.0916
H 3.02530 1.73038 2.99703 0.0903
H 2.90690 -1.93773 0.79742 0.0675
H 5.07087 -2.58491 1.74963 0.0938
H -1.77473 -2.06108 2.27388 0.0815
H -2.68463 -3.31388 4.13847 0.0824
H -1.36968 -5.14399 5.21784 0.0811
H 0.92393 -5.66891 4.40349 0.0917
H 1.90518 -4.42516 2.55024 0.1072
H -0.45106 -0.26688 3.46646 0.0824
H -1.39989 0.76085 5.47035 0.0946
H -1.19671 3.20941 5.83454 0.0872
H -0.02983 4.59781 4.14545 0.0922
H 0.91614 3.57887 2.13927 0.0505
```

The expectation value of S² is 0.789. As for the total charge: -2. The largest force on an atom is 0.011 hartree/bohr. As for the multiplicity: 2. For the total energy, the calculation gives -184212.32171 eV. The HOMO energy (alpha / beta) comes out at -0.0763 / -0.0763 Eh. For the HOMO-LUMO gap (alpha / beta), the calculation gives 6.17 / 5.83 eV. As for the LUMO energy (alpha / beta): 0.1506 / 0.1380 hartree. Its energy above the lowest of the compared OMol25 structures with the same formula, charge and spin is 1.1949 eV.

(2)
The following is a quantum chemistry calculation of a molecular structure, C46H38Cl2N3O12PdTe, from OMol25.

The geometry in XYZ format:
```
103
Properties=species:S:1:pos:R:3:lowdin_charge:R:1
Pd 0.07107 -2.37879 -0.35984 1.0379
Cl 7.18858 -0.85475 -1.45856 0.6916
C 5.55990 -1.38647 -1.47674 -0.6744
C 4.49136 -0.44900 -1.92852 -0.1602
C 4.06768 0.41697 -0.90571 -0.1522
Cl 3.17592 0.56589 0.10595 0.3668
C 3.10191 -1.41124 -1.69999 -0.1874
O 1.84189 -1.00657 -1.68298 -0.1622
C 3.61601 -2.65045 -1.29453 -0.1305
C 2.77058 -3.79423 -1.02437 -0.2068
O 1.56853 -3.85963 -1.25844 -0.0418
C 5.07350 -2.58855 -1.14785 -0.0366
H 4.60151 -0.04826 -2.93389 0.1473
H 3.27750 -4.68077 -0.60755 0.1338
H 5.66617 -3.42520 -0.80808 0.1215
O -3.79672 -1.76719 -1.95576 0.0832
C -4.29800 -0.68927 -1.31275 -0.2489
C -5.65239 -0.36926 -1.38783 -0.0180
C -6.16093 0.72931 -0.72110 -0.0760
C -5.32572 1.52656 0.04920 -0.0812
C -3.98374 1.20928 0.14170 -0.0102
C -3.45034 0.11402 -0.53815 -0.0499
C -1.98539 -0.14133 -0.42138 -0.5748
O -1.37504 -0.77948 -1.30647 -0.0522
O -1.39412 0.41036 0.57917 -0.1910
H -4.49250 -2.20387 -2.45986 0.1207
H -6.30948 -0.99734 -1.97877 0.1155
H -7.21601 0.95664 -0.79273 0.1065
H -5.72157 2.38744 0.56982 0.1005
H -3.31220 1.80318 0.74693 0.1109
C 5.33412 3.16682 -3.60353 -0.0372
C 4.05035 2.96469 -2.84603 -0.2647
C 3.87792 3.55387 -1.59385 -0.0046
C 2.72220 3.37185 -0.84838 -0.2815
C 2.45777 4.27189 0.33342 -0.0287
C 1.77615 2.44864 -1.33506 -0.1338
Te 0.82532 0.67979 0.13093 2.0547
N 0.69659 -1.06817 1.23349 -0.2019
C 1.71841 -1.98267 1.59586 -0.4931
O 1.51881 -3.17411 1.56916 0.0722
C 3.10773 -1.29923 1.84749 -0.0453
C 3.89182 -0.70232 2.94022 0.0747
C 4.34211 0.75098 2.99495 0.0168
C 4.05102 1.95132 2.13223 0.0592
C 3.51005 1.52077 0.97899 -0.2745
C 3.12037 -0.47569 0.89865 -0.3835
C 0.17235 2.13664 1.59116 -0.2444
C 0.16133 1.94175 2.97697 -0.2603
C 0.74690 0.71319 3.60610 -0.0376
C -0.48091 2.86632 3.79233 -0.0063
C -1.17661 3.94328 3.27318 -0.2580
C -1.89032 4.89986 4.18666 -0.0430
C -1.25631 4.06095 1.89472 -0.0130
C -0.63105 3.16492 1.03731 -0.2922
C -0.89747 3.33637 -0.44237 -0.0525
C 1.85616 1.95114 -2.63267 -0.2658
C 0.69623 1.23541 -3.27463 -0.0374
C 2.99638 2.25060 -3.38591 -0.0091
H 6.18230 3.17785 -2.91979 0.0816
H 5.31758 4.12555 -4.12568 0.0861
H 5.48658 2.38316 -4.34411 0.0779
H 4.65770 4.19305 -1.19207 0.1277
H 3.37542 4.76962 0.64702 0.0849
H 2.02012 3.73782 1.17311 0.0591
H 1.74863 5.04149 0.02220 0.0933
H 4.07787 -1.30529 3.81897 0.1063
H 4.87608 1.00485 3.90263 0.0860
H 4.35805 2.94064 2.42381 0.1183
H 2.59542 1.33313 -0.44917 -0.1283
H 2.41407 0.04465 -0.51730 -0.1151
H 1.67559 0.43788 3.11798 0.0334
H 0.04233 -0.11150 3.48873 0.0959
H 0.94733 0.86340 4.66643 0.0895
H -0.46932 2.70916 4.86478 0.1226
H -1.26690 5.15002 5.04427 0.0800
H -2.80398 4.44106 4.56862 0.0876
H -2.16086 5.81571 3.66469 0.0758
H -1.84819 4.86048 1.46289 0.1226
H -1.88991 3.76504 -0.57835 0.0922
H -0.86698 2.37506 -0.94807 0.0366
H -0.17085 4.00262 -0.90872 0.0803
H 0.13960 0.64474 -2.54681 0.0280
H 1.03118 0.57507 -4.07218 0.0911
H 0.01957 1.97814 -3.70464 0.0971
H 3.05862 1.88099 -4.40389 0.1297
O -1.79177 -2.98721 0.72117 -0.0132
C -2.07850 -3.72178 -0.25978 -0.5989
O -1.33946 -3.82368 -1.28003 -0.0254
C -3.35374 -4.50559 -0.19460 -0.0933
C -3.46255 -5.72411 -0.84584 0.0916
C -4.64331 -6.44133 -0.73802 -0.1105
C -5.72007 -5.96368 -0.01640 0.0858
C -5.59149 -4.73530 0.60406 -0.1104
C -4.41828 -4.00357 0.53930 0.0831
N -6.73219 -4.18519 1.34383 -0.3522
O -6.67057 -3.01981 1.67521 0.0896
O -7.66754 -4.92724 1.56432 0.0874
N -4.75892 -7.74271 -1.40696 -0.3527
O -3.77781 -8.16553 -1.98013 0.0926
O -5.83035 -8.31026 -1.34336 0.0855
H -2.63606 -6.10945 -1.42556 0.1386
H -6.63592 -6.53049 0.05637 0.1324
H -4.33390 -3.05433 1.04878 0.1380
```

The expectation value of S² is 0.788. The largest force on an atom is 0.359 hartree/bohr. As for the multiplicity: 2. For the total energy, the calculation gives -113128.93548 eV. The HOMO energy (alpha / beta) comes out at -0.2910 / -0.2877 Eh. For the HOMO-LUMO gap (alpha / beta), the calculation gives 5.84 / 5.34 eV. As for the LUMO energy (alpha / beta): -0.0764 / -0.0915 hartree. Its energy above the lowest of the compared OMol25 structures with the same formula, charge and spin is 39.0077 eV.

(3)
The following is a quantum chemistry calculation of a molecular structure, C46H39ClN5O2P2Ti, from OMol25.

The geometry in XYZ format:
```
96
Properties=species:S:1:pos:R:3:lowdin_charge:R:1
Ti -1.31102 1.02791 0.50959 0.9767
N 0.70952 0.67713 4.48712 0.1297
C 0.03711 0.41213 3.35688 -0.1261
N -0.19864 1.27338 2.42380 0.0616
C 0.18054 2.62413 2.63462 -0.2814
N -0.25524 3.54007 1.85024 0.1062
N -1.06023 3.05654 0.86124 -0.1480
C -1.48905 3.92708 -0.05950 -0.0739
C -2.14940 3.36921 -1.16993 -0.2838
C -2.70680 4.12446 -2.22280 -0.0182
C -3.32601 3.48468 -3.26021 -0.0582
C -3.40116 2.07889 -3.26269 -0.0623
C -2.84182 1.39478 -2.21353 -0.1582
N -2.21927 1.99966 -1.18737 -0.0065
C 1.05899 2.93040 3.76350 -0.0919
C 1.64586 4.18161 3.94801 -0.0092
C 2.44751 4.41979 5.04768 -0.0651
C 2.67600 3.41136 5.98111 -0.0665
C 2.10655 2.16279 5.81208 -0.0164
C 1.30361 1.93197 4.70397 -0.1775
H 0.82550 -0.05542 5.16723 0.1557
H -0.32055 -0.60500 3.23798 0.1271
H -1.29916 4.98668 0.04980 0.1241
H -2.64198 5.20353 -2.18541 0.1175
H -3.76350 4.05506 -4.06890 0.1101
H -3.90477 1.53876 -4.05124 0.1060
H -2.89805 0.31096 -2.16575 0.1138
H 1.44619 4.95405 3.21812 0.1162
H 2.89532 5.39388 5.18870 0.1095
H 3.30030 3.60190 6.84327 0.1106
H 2.27907 1.37410 6.53452 0.1157
O 0.64385 1.29328 -0.53680 -0.3714
P 1.72432 0.41102 -1.08270 0.7668
C 1.95749 -1.03241 0.01748 -0.2666
P 0.39660 -1.92670 0.24553 0.7824
O -0.77225 -0.97817 0.24520 -0.4031
C 0.21936 -3.11107 -1.07711 -0.2817
C -0.83055 -2.95220 -1.97651 -0.0597
C -0.96646 -3.84623 -3.02863 -0.0568
C -0.05990 -4.88496 -3.17993 -0.0600
C 0.98556 -5.04527 -2.27706 -0.0636
C 1.12423 -4.16137 -1.22067 -0.0758
C 0.51144 -2.79709 1.80842 -0.2908
C -0.68787 -3.20730 2.39243 -0.0702
C -0.67313 -3.86264 3.61325 -0.0536
C 0.53568 -4.11707 4.25021 -0.0597
C 1.73083 -3.71711 3.66794 -0.0655
C 1.72109 -3.05572 2.44805 -0.0800
C 3.30352 1.24980 -1.08059 -0.2703
C 3.50754 2.18454 -0.06301 -0.0638
C 4.71715 2.85245 0.02406 -0.0603
C 5.71977 2.59347 -0.90260 -0.0614
C 5.51302 1.67470 -1.92116 -0.0645
C 4.30387 1.00128 -2.01481 -0.0633
C 1.34082 -0.24023 -2.70268 -0.2792
C 0.29476 0.36464 -3.39390 -0.0527
C -0.08086 -0.12461 -4.63690 -0.0505
C 0.58963 -1.20728 -5.18664 -0.0590
C 1.63781 -1.80948 -4.49964 -0.0668
C 2.01324 -1.33068 -3.25663 -0.0963
H 2.26892 -0.61021 0.97797 0.0818
H 2.75204 -1.68898 -0.34248 0.0820
H -1.53422 -2.13822 -1.84968 0.0985
H -1.78257 -3.72735 -3.72912 0.1153
H -0.17024 -5.58114 -4.00105 0.1130
H 1.68267 -5.86444 -2.39158 0.1115
H 1.92937 -4.29969 -0.50632 0.1118
H -1.63000 -2.99693 1.89970 0.1041
H -1.60392 -4.17650 4.06627 0.1161
H 0.54403 -4.63307 5.20116 0.1131
H 2.67193 -3.92038 4.16131 0.1118
H 2.66118 -2.74444 2.00886 0.1041
H 2.70853 2.40538 0.63625 0.1034
H 4.87354 3.58277 0.80664 0.1111
H 6.66237 3.12067 -0.83763 0.1117
H 6.28885 1.48932 -2.65168 0.1112
H 4.13786 0.30396 -2.82668 0.0996
H -0.22414 1.20619 -2.95306 0.0983
H -0.89660 0.34460 -5.17117 0.1114
H 0.29650 -1.58762 -6.15656 0.1128
H 2.15483 -2.65650 -4.93069 0.1136
H 2.82041 -1.81563 -2.71919 0.1086
Cl -5.17874 2.20929 0.45335 0.7270
C -4.98804 0.57974 -0.13441 -0.6190
C -5.80477 0.17010 -1.17580 -0.1199
C -5.65907 -1.09905 -1.71262 -0.0957
C -4.69733 -1.94969 -1.18252 -0.0971
C -3.89801 -1.52751 -0.13339 -0.0768
C -4.00768 -0.24532 0.42929 -0.3513
C -3.06943 0.20898 1.47646 -0.2300
H -6.54507 0.85738 -1.56267 0.1065
H -6.29880 -1.42025 -2.52351 0.1020
H -4.58133 -2.95249 -1.57637 0.1011
H -3.15856 -2.20346 0.28016 0.0882
H -2.76961 -0.63015 2.11428 0.0448
H -3.50090 0.98661 2.10976 0.0352
```

The expectation value of S² is 2.022. As for the total charge: +1. The largest force on an atom is 0.005 hartree/bohr. As for the multiplicity: 3. For the total energy, the calculation gives -114096.53861 eV. The HOMO energy (alpha / beta) comes out at -0.2877 / -0.3472 Eh. For the HOMO-LUMO gap (alpha / beta), the calculation gives 5.57 / 7.04 eV. As for the LUMO energy (alpha / beta): -0.0829 / -0.0885 hartree. Its energy above the lowest of the compared OMol25 structures with the same formula, charge and spin is 0.0000 eV.